*A*
Formula: C5H11NS
Source: OMol25
Level of theory: the ωB97M-V functional and the def2-TZVPD basis

Summary:
E_HOMO (alpha / beta)   -0.295 / -0.295 hartree
HOMO-LUMO gap (alpha / beta)   8.4 / 8.4 eV
LUMO energy (alpha / beta)   0.399 / 0.398 eV

```
18
C5H11NS the ωB97M-V functional and the def2-TZVPD basis
C -0.9434 -0.6142 0.2787
C 1.9419 -0.6781 1.4108
C 1.7688 0.0146 -1.1672
C -3.1651 0.3940 -0.3285
C 1.7500 0.3568 0.2941
N -1.6378 0.4066 -0.1677
S 1.7053 1.9797 0.7040
H -1.7109 -1.2429 0.7436
H 2.5401 -1.4974 0.8496
H 1.0205 -1.0139 1.6721
H 2.5147 -0.1196 2.1941
H 2.7416 0.2987 -1.7029
H 1.6679 -1.0603 -1.3233
H 1.0356 0.5530 -1.6680
H -3.4329 1.4977 -0.1296
H -3.4107 -0.3982 0.4770
H -3.3093 0.0324 -1.3751
H -1.0763 1.0911 -0.7618
```

Computed Löwdin charges, given in elementary charges: 0.017, -0.138, -0.182, -0.059, -0.857, -0.176, 0.611, 0.009, 0.110, -0.010, 0.073, 0.110, 0.070, 0.020, 0.100, 0.095, 0.082, 0.123

=====

*B*
Formula: C5H11NS
Source: OMol25
Level of theory: the ωB97M-V functional and the def2-TZVPD basis

Summary:
E_HOMO   -0.285 hartree
HOMO-LUMO gap   8.3 eV
LUMO energy   0.522 eV

```
18
C5H11NS the ωB97M-V functional and the def2-TZVPD basis
C 2.8487 -0.1986 -0.3210
C -0.5332 -1.2574 0.8125
C -0.6994 1.2758 0.6874
C -0.3460 -0.0060 -1.4378
C -0.2085 -0.0322 0.0564
N 1.7793 0.3335 0.2346
S 4.4179 0.0804 0.0419
H 2.6549 -0.8191 -1.1833
H -0.4248 -1.0398 1.9871
H -1.4610 -1.6827 0.5718
H 0.2550 -1.9988 0.6632
H -1.6741 1.5628 0.4008
H -0.0404 1.9545 0.1741
H -0.4498 1.2190 1.7074
H 0.2787 -0.7498 -1.8528
H -1.2815 -0.1886 -1.7889
H -0.0776 0.9708 -1.7713
H 1.8722 1.2226 0.5813
```

Computed Löwdin charges, given in elementary charges: -0.863, -0.055, -0.041, -0.048, -0.358, 0.025, 0.534, 0.039, 0.138, 0.069, 0.085, 0.085, 0.072, 0.069, 0.074, 0.059, 0.086, 0.032

=====

Last place for stability: *A*